Record 1
Formula: C3H47BrO23S
Source: OMol25
Level of theory: the ωB97M-V functional and the def2-TZVPD basis

The geometry in XYZ format:
```
75
C3H47BrO23S, DFT the ωB97M-V functional and the def2-TZVPD basis
C 4.344 0.307 1.157
C 2.882 0.127 0.768
Br 2.748 -0.310 -1.146
C 2.088 1.381 1.048
O 0.672 1.251 0.799
S -0.152 0.735 2.088
O 0.212 -0.644 2.330
O -1.600 0.685 1.342
H 4.600 1.359 1.274
H 5.005 -0.186 0.457
H 4.477 -0.180 2.126
H 2.434 -0.724 1.271
H 2.282 1.721 2.072
H 2.433 2.176 0.386
H -1.534 -0.039 0.688
O 7.476 -0.039 1.242
H 8.263 0.127 1.770
H 7.824 -0.089 0.346
O -4.567 -0.249 1.768
H -3.650 0.022 1.625
H -4.552 -1.215 1.779
O -5.280 0.525 -0.953
H -4.806 1.322 -1.218
H -4.928 0.316 -0.072
O -5.907 -0.081 -3.993
H -6.023 -1.034 -4.102
H -5.503 0.029 -3.126
O 1.655 -3.869 -0.448
H 1.086 -3.504 0.236
H 2.336 -3.199 -0.575
O 5.428 3.326 0.433
H 4.987 3.948 -0.156
H 6.366 3.446 0.248
O 10.282 -1.117 1.340
H 10.258 -2.073 1.448
H 10.867 -0.810 2.040
O -6.819 1.296 -6.339
H -6.330 2.084 -6.600
H -6.499 1.092 -5.447
O -2.618 -0.216 -2.616
H -2.758 -0.463 -3.536
H -3.502 -0.196 -2.233
O 4.492 -0.919 4.513
H 4.664 -1.773 4.921
H 3.757 -0.554 5.017
O -1.381 1.881 4.952
H -1.685 1.567 4.094
H -2.180 1.954 5.483
O 2.083 3.056 -2.439
H 2.242 2.185 -2.054
H 1.296 3.379 -1.989
O -7.169 -2.752 -4.956
H -7.036 -2.560 -5.891
H -8.123 -2.706 -4.836
O -5.186 -2.318 3.713
H -4.672 -1.697 4.238
H -6.068 -2.288 4.104
O 4.425 -1.841 -3.903
H 4.180 -2.311 -4.705
H 3.601 -1.758 -3.411
O 7.402 5.235 1.533
H 7.879 6.006 1.851
H 6.560 5.247 1.999
O 5.758 -2.298 -0.572
H 6.483 -2.097 0.030
H 6.150 -2.353 -1.450
O -6.296 4.354 -5.976
H -7.017 4.236 -5.349
H -6.575 5.086 -6.534
O -8.389 -1.869 3.436
H -8.066 -2.089 2.556
H -8.871 -1.046 3.311
O -5.247 -5.395 2.579
H -5.363 -6.025 3.296
H -5.625 -4.574 2.912
```

HOMO: -9.968 eV
calculated total energy: -131843.9092 eV

Mulliken atomic charge list, values in e, 4 entries: -1.06, 0.71, -0.21, -1.13

Record 2
Formula: C23H20FNO2
Source: OMol25
Level of theory: the ωB97M-V functional and the def2-TZVPD basis

The geometry in XYZ format:
```
47
C23H20FNO2, DFT the ωB97M-V functional and the def2-TZVPD basis
C 4.011 0.245 -0.527
C 3.453 1.112 0.419
C 2.367 1.915 0.068
C 1.856 1.872 -1.230
C 0.673 2.746 -1.576
C -0.633 2.098 -1.095
C -1.929 2.805 -1.484
O -2.706 2.831 -0.305
C -1.953 2.352 0.752
O -2.482 2.235 1.846
N -0.673 2.076 0.338
C 2.393 0.978 -2.169
C 3.475 0.169 -1.816
H 4.854 -0.379 -0.252
H 3.845 1.158 1.429
H 1.879 2.556 0.801
H 0.739 3.736 -1.087
H 0.600 2.845 -2.665
H -0.732 1.118 -1.649
H -1.691 3.823 -1.820
H -2.445 2.227 -2.267
H 1.955 0.906 -3.165
H 3.889 -0.533 -2.534
F 0.387 8.692 5.167
C 0.264 7.355 4.911
C 0.928 6.828 3.809
C 0.775 5.475 3.533
C -0.061 4.618 4.304
C -0.180 3.261 3.879
C -0.700 2.128 4.571
C -0.461 0.849 3.983
C -0.939 -0.317 4.549
C -1.690 -0.270 5.736
C -1.911 0.961 6.366
C -1.396 2.135 5.821
C -0.669 5.222 5.450
C -0.517 6.573 5.743
H 1.546 7.455 3.184
H 1.306 5.042 2.693
H 0.303 3.026 2.923
H 0.082 0.819 3.039
H -0.750 -1.271 4.060
H -2.098 -1.184 6.151
H -2.514 0.989 7.277
H -1.586 3.050 6.364
H -1.313 4.650 6.108
H -1.021 7.029 6.599
```

HOMO: -6.442 eV
calculated total energy: -32474.9455 eV

Mulliken atomic charge list, values in e, 4 entries: -0.38, -0.68, 0.19, 0.24

The highest HOMO belongs to which entry? C23H20FNO2

Look up the HOMO of the first one. -9.968 eV

What did the first record say?
Formula: C3H47BrO23S
Source: OMol25
Level of theory: the ωB97M-V functional and the def2-TZVPD basis

The geometry in XYZ format:
```
75
C3H47BrO23S, DFT the ωB97M-V functional and the def2-TZVPD basis
C 4.344 0.307 1.157
C 2.882 0.127 0.768
Br 2.748 -0.310 -1.146
C 2.088 1.381 1.048
O 0.672 1.251 0.799
S -0.152 0.735 2.088
O 0.212 -0.644 2.330
O -1.600 0.685 1.342
H 4.600 1.359 1.274
H 5.005 -0.186 0.457
H 4.477 -0.180 2.126
H 2.434 -0.724 1.271
H 2.282 1.721 2.072
H 2.433 2.176 0.386
H -1.534 -0.039 0.688
O 7.476 -0.039 1.242
H 8.263 0.127 1.770
H 7.824 -0.089 0.346
O -4.567 -0.249 1.768
H -3.650 0.022 1.625
H -4.552 -1.215 1.779
O -5.280 0.525 -0.953
H -4.806 1.322 -1.218
H -4.928 0.316 -0.072
O -5.907 -0.081 -3.993
H -6.023 -1.034 -4.102
H -5.503 0.029 -3.126
O 1.655 -3.869 -0.448
H 1.086 -3.504 0.236
H 2.336 -3.199 -0.575
O 5.428 3.326 0.433
H 4.987 3.948 -0.156
H 6.366 3.446 0.248
O 10.282 -1.117 1.340
H 10.258 -2.073 1.448
H 10.867 -0.810 2.040
O -6.819 1.296 -6.339
H -6.330 2.084 -6.600
H -6.499 1.092 -5.447
O -2.618 -0.216 -2.616
H -2.758 -0.463 -3.536
H -3.502 -0.196 -2.233
O 4.492 -0.919 4.513
H 4.664 -1.773 4.921
H 3.757 -0.554 5.017
O -1.381 1.881 4.952
H -1.685 1.567 4.094
H -2.180 1.954 5.483
O 2.083 3.056 -2.439
H 2.242 2.185 -2.054
H 1.296 3.379 -1.989
O -7.169 -2.752 -4.956
H -7.036 -2.560 -5.891
H -8.123 -2.706 -4.836
O -5.186 -2.318 3.713
H -4.672 -1.697 4.238
H -6.068 -2.288 4.104
O 4.425 -1.841 -3.903
H 4.180 -2.311 -4.705
H 3.601 -1.758 -3.411
O 7.402 5.235 1.533
H 7.879 6.006 1.851
H 6.560 5.247 1.999
O 5.758 -2.298 -0.572
H 6.483 -2.097 0.030
H 6.150 -2.353 -1.450
O -6.296 4.354 -5.976
H -7.017 4.236 -5.349
H -6.575 5.086 -6.534
O -8.389 -1.869 3.436
H -8.066 -2.089 2.556
H -8.871 -1.046 3.311
O -5.247 -5.395 2.579
H -5.363 -6.025 3.296
H -5.625 -4.574 2.912
```

HOMO: -9.968 eV
calculated total energy: -131843.9092 eV

Mulliken atomic charge list, values in e, 4 entries: -1.06, 0.71, -0.21, -1.13